(1)
55
Properties=species:S:1:pos:R:3:forces:R:3 method="wB97M-V/def2-TZVPD" multiplicity=4 lumo_energy_ev="-1.00 / -1.00" homo_ev="-7.4 / -7.5" total_energy_ev=-79258.1054 gap_ev="6.38 / 6.46"
C 3.550848 0.243238 -3.371505 -0.3 0.0 -0.1
C 3.775032 0.168133 -2.004356 -0.3 0.1 0.1
C 2.718810 0.137530 -1.069483 0.6 -0.3 -0.6
C 1.401131 0.145983 -1.544563 -0.1 0.4 0.0
C 1.185848 0.284854 -2.924539 0.6 -0.2 -0.1
C 2.240903 0.304930 -3.842205 -0.1 0.2 0.2
C 3.171709 -0.024944 0.350655 0.4 0.0 0.5
C 2.758626 0.943589 1.496157 0.9 0.0 1.0
N 1.844919 2.013299 1.301647 -1.9 -0.7 -1.2
Co -0.253270 -0.378835 -0.509291 2.5 -1.4 1.3
C -0.234954 0.356284 -3.407928 -0.9 0.4 0.1
P -1.206220 0.969716 -1.932722 0.5 -0.1 -3.0
H 4.794869 0.121556 -1.620096 -0.2 0.1 -0.2
H 2.011480 0.378684 -4.905594 0.2 0.0 0.2
H 4.392256 0.257874 -4.061010 -0.2 0.0 0.1
H -0.628291 -0.634246 -3.701774 0.1 0.4 0.0
H -0.359293 1.060178 -4.242975 0.0 -0.3 0.0
H 2.959486 -1.051563 0.698254 -0.1 0.4 -0.2
H 4.265872 0.065216 0.313742 -0.3 -0.3 0.0
H 2.344380 0.302403 2.298106 0.3 0.5 -0.4
C -2.929917 0.588901 -2.249922 -0.6 0.4 -0.4
C -1.020951 2.769651 -2.112255 -0.1 0.3 0.3
H 3.701825 1.406017 1.874559 -0.1 -0.5 0.0
C 2.037841 3.043969 0.326175 0.3 0.1 0.2
C 0.832735 2.226358 2.294711 0.2 0.1 0.2
H -1.570890 0.272345 0.285222 -0.1 0.5 1.1
H 2.686960 3.849286 0.720092 -0.1 0.1 -0.2
H 2.486862 2.642844 -0.591297 0.0 0.1 0.2
H 1.066711 3.490761 0.053565 0.3 -0.1 0.1
H 1.154411 2.968025 3.046742 -0.2 0.0 0.1
H -0.101130 2.593124 1.843476 0.1 0.1 0.0
H 0.607103 1.282831 2.807161 0.1 0.2 -0.1
H -1.563863 3.104128 -3.009758 0.1 -0.1 0.3
H -1.434735 3.282291 -1.232785 0.1 0.0 -0.2
H 0.039409 3.039743 -2.215259 -0.3 -0.2 0.1
H -3.259791 1.011696 -3.206075 -0.2 -0.2 0.2
H -3.048341 -0.501925 -2.251580 -0.1 0.3 0.0
H -3.521995 1.019108 -1.432105 -0.1 -0.2 -0.2
H -0.966492 0.674734 0.614004 -0.5 0.1 1.1
O 0.905933 -1.217423 2.888497 -1.0 -0.8 -1.3
C 0.211408 -1.762847 2.014173 1.0 0.4 0.4
O 0.440363 -1.758847 0.723815 -0.5 0.4 0.6
C -1.027835 -2.523532 2.426203 -0.8 -0.5 0.4
C -1.858620 -3.140980 1.464433 0.2 0.2 0.5
C -3.076524 -3.698410 1.832905 -0.1 0.0 0.6
C -3.459366 -3.683276 3.188329 1.8 1.1 -0.6
C -2.601477 -3.152685 4.174822 -0.6 -0.3 -0.4
C -1.391819 -2.583548 3.790762 0.0 -0.1 -0.6
N -4.794744 -4.058739 3.513200 -3.0 -1.1 0.6
O -5.535977 -4.428557 2.571813 1.3 0.7 1.8
O -5.186281 -3.993811 4.699348 1.0 -0.1 -2.2
H -1.565221 -3.169487 0.414658 0.0 0.1 0.4
H -3.752942 -4.112396 1.091401 0.1 0.1 0.2
H -2.926787 -3.167402 5.213947 0.1 0.0 -0.3
H -0.728354 -2.163785 4.545511 -0.1 0.0 -0.3

=====

(2)
48
Properties=species:S:1:pos:R:3:forces:R:3 method="wB97M-V/def2-TZVPD" multiplicity=2 lumo_energy_ev="0.32 / 0.31" homo_ev="-8.0 / -9.1" total_energy_ev=-36494.8506 gap_ev="8.30 / 9.45"
C 6.271104 0.272341 -2.904907 -0.1 -0.2 0.1
O 5.900135 1.553535 -2.449635 0.3 0.1 -0.1
C 5.061702 2.270036 -3.327354 -0.2 0.0 0.1
C 3.567491 2.066684 -3.004228 0.1 0.1 -0.2
C 2.782164 1.329893 -4.097597 0.3 0.0 0.0
O 1.962634 0.243861 -3.633083 -0.1 0.2 0.1
S 0.840352 0.525471 -2.492113 0.0 -0.2 -0.2
O -0.157245 -0.461002 -2.787092 -0.1 -0.2 0.1
O 0.228397 1.930037 -3.074995 0.1 -0.1 -0.1
H 6.554161 0.288263 -3.961358 0.0 0.0 0.0
H 5.466812 -0.458430 -2.768464 -0.1 0.0 0.0
H 7.131437 -0.051101 -2.322304 0.0 0.0 0.0
H 5.266508 1.985782 -4.365173 0.1 0.0 -0.1
H 5.327191 3.321871 -3.219775 0.0 0.0 0.1
H 3.526521 1.521443 -2.061565 -0.1 0.0 0.0
H 3.120681 3.050065 -2.847296 -0.1 0.0 0.2
H 2.158581 2.016101 -4.666926 -0.1 0.0 0.0
H 3.476531 0.861718 -4.794952 -0.1 -0.1 0.0
H 0.508766 2.610760 -2.454827 -0.1 0.4 0.1
C -1.945664 -0.278600 0.085112 -0.1 0.1 0.1
C -1.684751 -1.381378 1.118127 0.1 0.3 -0.6
C -2.871637 -2.342633 1.206504 -0.2 -0.1 0.2
C -4.087591 -1.730563 1.899461 0.1 0.0 0.0
C -3.711028 -1.211480 3.286216 -0.1 -0.2 -0.1
C -2.538826 -0.227289 3.265428 -0.1 0.6 0.0
N -1.407740 -0.820120 2.479646 -0.3 -0.8 0.3
O -0.667275 -1.592020 3.189219 0.2 0.3 0.0
C -2.984749 1.129413 2.691522 0.0 0.0 -0.1
C -2.046797 0.025304 4.684869 0.0 -0.1 0.1
C -0.446979 -2.132324 0.643979 0.1 -0.2 0.0
H -2.096707 -0.730466 -0.893758 0.1 -0.1 0.0
H -2.820373 0.331043 0.289304 0.0 0.0 0.0
H -1.081409 0.383655 0.014091 0.0 0.0 0.0
H -2.560749 -3.233981 1.760378 0.1 0.0 0.0
H -3.127899 -2.669635 0.196820 0.0 0.0 0.0
H -4.509775 -0.928696 1.287847 0.0 0.0 0.0
H -4.870636 -2.484910 1.995001 0.0 0.0 0.0
H -4.565484 -0.718634 3.756008 0.0 0.0 0.0
H -3.445612 -2.062082 3.921678 0.1 0.0 0.0
H -2.121974 1.729445 2.399967 0.0 0.0 0.0
H -3.531520 1.679853 3.456935 0.0 0.0 0.1
H -3.651917 1.044719 1.837793 0.0 0.0 0.0
H -1.785506 -0.897293 5.196040 0.0 0.0 -0.1
H -2.841378 0.515966 5.247491 0.0 0.0 0.0
H -1.170949 0.675201 4.683895 0.0 0.0 0.0
H 0.431293 -1.485992 0.662743 0.0 0.0 0.0
H -0.610237 -2.456791 -0.384025 0.0 0.0 0.0
H -0.240054 -3.007041 1.255352 0.0 0.0 0.0

=====

(3)
49
Properties=species:S:1:pos:R:3:forces:R:3 method="wB97M-V/def2-TZVPD" multiplicity=3 lumo_energy_ev="1.82 / 1.82" total_charge=-1 homo_ev="-3.8 / -3.8" total_energy_ev=-333024.7701 gap_ev="5.60 / 5.60"
Mo 0.474650 0.661068 -0.852515 -1.6 -1.9 1.4
C 2.342322 0.333844 1.665495 0.7 -0.1 1.1
C 3.002293 -0.587412 0.686234 1.2 -1.1 0.4
N 2.526655 -0.394435 -0.696128 0.7 0.5 -0.6
C 2.640634 -1.695324 -1.408105 1.9 0.8 -1.2
C 1.497635 -2.668433 -1.224039 -1.0 0.5 -0.5
S 0.009825 -1.946808 -0.432029 0.3 0.0 -0.3
C 0.318218 -2.242652 1.348936 -1.6 0.2 0.0
C 0.324093 -0.921452 2.148641 1.9 -0.1 0.0
N 0.893462 0.262847 1.383666 0.1 0.8 1.5
H 2.427498 0.068837 2.743468 0.6 -0.5 -0.7
H 2.864449 1.311634 1.681937 -1.2 0.0 -0.8
H 4.109670 -0.599648 0.768227 -0.4 0.7 -0.3
H 2.826030 -1.641633 0.892336 -0.6 0.0 0.5
H 3.218784 0.228397 -1.202355 -0.7 -0.3 0.2
H 2.858068 -1.424567 -2.468776 -0.6 -0.3 0.7
H 3.600512 -2.147827 -1.062544 -0.6 0.0 -0.1
H 1.099187 -3.090093 -2.181655 0.6 0.4 0.8
H 1.794252 -3.445739 -0.556376 0.1 -0.9 0.2
H -0.603582 -2.779623 1.640107 0.5 0.1 0.1
H 1.148130 -2.940429 1.512524 0.0 0.5 -0.1
H -0.608157 -0.651233 2.584976 -1.2 0.2 -0.5
H 0.934131 -1.110229 3.066387 -0.1 0.3 -0.7
H 0.536251 1.103093 1.879006 -0.4 -0.6 -0.3
Se 1.343627 4.079222 -4.540274 0.0 0.0 0.1
Sb 2.054411 2.369355 -3.031532 1.1 -0.8 -1.5
Se 0.711674 0.139721 -3.327488 1.1 1.4 0.0
Se 1.503721 2.882394 -0.662478 0.8 0.6 -0.2
Se 4.278557 1.334344 -3.304262 0.0 0.2 0.5
S -1.685477 0.341979 -1.991335 -1.3 -0.4 -0.1
C -2.896416 -0.833517 -1.380875 -1.2 0.9 0.0
C -3.910175 -0.423607 -0.502428 0.9 -1.5 0.1
C -4.938069 -1.328215 -0.185317 0.1 0.9 -0.1
C -5.111933 -2.535622 -0.845588 1.2 0.3 -0.2
C -4.114540 -2.883126 -1.791901 -1.4 -1.5 0.1
C -3.083481 -2.051730 -2.079189 0.8 1.6 1.1
H -3.799069 0.510880 0.031418 -0.1 0.0 0.0
H -5.564860 -0.963315 0.608996 -0.7 -0.3 0.1
H -5.939909 -3.185061 -0.606661 0.0 -0.1 0.0
H -4.128108 -3.866684 -2.306704 -0.3 0.7 0.3
H -2.344476 -2.269757 -2.802622 0.6 -0.5 -0.7
C -0.013231 5.436593 2.369643 -0.1 0.5 -1.2
O -0.635230 4.555053 1.363484 0.9 -0.9 1.0
C -0.667663 3.234704 1.724425 -1.0 0.7 -2.2
S -0.367622 2.658461 3.221085 0.5 -0.1 0.9
S -1.314343 2.214711 0.390544 -0.2 0.2 0.5
H -0.552464 5.180469 3.279998 0.4 0.7 0.3
H -0.137790 6.526557 2.011775 0.0 -1.9 0.5
H 1.077857 5.194008 2.439867 -1.0 0.2 0.1